# 1
11
Properties=species:S:1:pos:R:3:forces:R:3 method="wB97M-V/def2-TZVPD" e_above_lowest_kcal_mol=125.4 total_charge=0 gap_ev=8.05
O 1.02413 -1.60954 0.77919 4.4103 -1.5104 1.0481
N 0.27831 -0.53334 0.39413 1.2061 0.3293 0.7963
C 0.23653 0.36280 1.42437 -2.5166 3.5102 1.5114
S 1.34714 0.57051 2.71883 -1.6218 -0.9445 -2.3339
C -0.19301 -0.69912 -0.96037 -3.8720 3.5703 0.2608
N -0.99847 0.10303 -1.65539 3.0893 -0.3870 1.9016
S -1.11177 1.90241 -1.39479 -1.0195 -2.6394 -2.8831
H 2.03318 -1.36515 1.26368 -4.2626 0.1094 -2.0057
H -0.80007 1.11401 1.55286 3.1525 -2.2116 -1.1880
H -0.18315 -1.70194 -1.33023 0.5361 -0.5872 0.2189
H -1.63284 1.85633 -2.79227 0.8982 0.7610 2.6735

# 2
93
Properties=species:S:1:pos:R:3:forces:R:3 method="wB97M-V/def2-TZVPD" e_above_lowest_kcal_mol=15.8 total_charge=-2 gap_ev=6.77
Y 0.24810 0.67333 -1.51118 -0.2768 0.7636 0.4955
N 2.38738 3.95759 -2.43785 0.0103 0.0003 -0.0010
C 2.74878 2.76315 -3.01916 -0.0008 0.0029 0.0683
N 3.73688 2.70530 -3.89557 -0.0147 -0.0041 -0.0314
N 3.79783 1.39615 -4.22419 0.0454 -0.0039 0.0416
N 2.91136 0.72881 -3.58482 -0.0171 0.0267 -0.0161
N 2.19714 1.57166 -2.78020 0.0458 -0.0351 -0.1180
C 1.35524 4.15848 -1.56199 -0.0167 -0.0029 0.0417
N 1.10675 5.35613 -1.03328 -0.0109 0.0034 -0.0028
N 0.04125 5.15319 -0.24858 0.0168 0.0124 0.0036
N -0.31459 3.91835 -0.30629 0.0490 -0.0276 0.0621
N 0.50486 3.23042 -1.13917 -0.0508 -0.0613 -0.1004
H 2.92193 4.76455 -2.70246 -0.0016 -0.0035 -0.0054
I 2.52212 -1.63028 -1.27711 -0.1131 -0.0986 -0.1503
C 2.06600 -2.44874 -3.14905 -0.0096 -0.0104 -0.0131
C 2.84222 -3.50382 -3.53813 -0.0100 -0.0062 -0.0119
C 2.58809 -4.14501 -4.76706 0.0005 0.0031 -0.0036
C 1.55617 -3.71398 -5.54564 -0.0028 0.0026 0.0135
C 0.74282 -2.62447 -5.14605 -0.0141 0.0061 -0.0208
C -0.33457 -2.21441 -5.96856 0.0024 -0.0044 0.0084
C -1.12118 -1.17491 -5.57449 0.0046 0.0016 -0.0093
C -0.85158 -0.49696 -4.36406 0.0910 -0.0126 -0.0317
C 0.19040 -0.80840 -3.50972 0.0407 -0.2391 -0.0755
C 0.98652 -1.93216 -3.92171 0.0034 -0.0113 -0.0225
H 3.65093 -3.84867 -2.90732 0.0014 0.0020 0.0084
H 3.21128 -4.97589 -5.07666 -0.0030 -0.0030 -0.0054
H 1.33593 -4.20016 -6.49079 0.0024 -0.0023 -0.0012
H -0.51634 -2.74487 -6.89783 0.0005 -0.0003 -0.0017
H -1.95738 -0.85886 -6.19104 -0.0003 0.0014 -0.0005
H -1.52815 0.31647 -4.12043 0.0073 0.0025 0.0118
C -4.34088 1.68415 1.68216 0.0039 -0.0181 -0.0109
C -4.29841 2.05180 0.24743 -0.0157 0.0457 0.0103
N -5.30957 2.40574 -0.48514 -0.0072 -0.0023 -0.0156
N -4.75414 2.63103 -1.71768 0.0055 0.0031 -0.0087
C -3.42589 2.40637 -1.77076 0.0091 -0.0272 -0.0040
S -2.37025 2.51823 -3.05186 -0.0192 -0.0093 -0.0282
N -3.14627 2.04248 -0.48979 0.0403 -0.0656 -0.0331
N -1.86040 1.70243 -0.08293 0.1544 0.2317 0.0844
H -5.35354 1.82328 2.05167 -0.0042 -0.0005 0.0023
H -3.65311 2.30563 2.25897 0.0006 -0.0080 -0.0012
H -4.04735 0.64192 1.82615 -0.0319 0.0687 -0.0243
H -5.31829 2.91037 -2.49774 -0.0084 -0.0026 0.0098
H -1.91261 1.15305 0.76765 0.0435 -0.0320 -0.2116
H -1.34791 2.59069 0.10417 -0.0356 0.0292 0.0630
C 1.91079 1.82088 4.56665 0.0472 -0.0372 -0.0205
C 1.35002 2.04832 3.16109 -0.0228 -0.0268 0.0026
C 0.05029 2.85626 3.27569 0.0299 0.0036 -0.0077
C 2.36805 2.87337 2.36286 -0.0056 -0.0018 0.0189
Si 0.97703 0.43596 2.19155 0.2658 0.0630 -0.0228
O 0.62973 0.77638 0.67597 -0.1235 -0.2053 -0.1115
C 2.50561 -0.69083 2.21765 0.0187 0.0251 0.0186
C 3.60660 -0.30137 1.44314 0.0351 0.0387 0.1234
C 4.74049 -1.09459 1.33646 0.0476 -0.0051 0.0977
C 4.80052 -2.31156 2.00245 0.0096 0.0387 -0.0030
C 3.71718 -2.72815 2.76199 -0.0170 0.0105 -0.0070
C 2.58611 -1.92615 2.86279 0.0017 -0.0168 0.0424
C -0.40511 -0.47056 3.13013 -0.0175 0.0104 0.0027
C -1.64677 -0.70294 2.53481 0.0103 0.0311 0.0202
C -2.68492 -1.32774 3.21715 0.0364 0.0103 -0.0056
C -2.50317 -1.73886 4.52865 0.0118 -0.0065 0.0011
C -1.27353 -1.53359 5.14307 -0.0240 -0.0015 -0.0165
C -0.24418 -0.91154 4.44992 -0.0761 -0.0159 -0.0371
H 2.20173 2.78286 5.00875 0.0005 -0.0022 -0.0116
H 2.79862 1.18107 4.55350 -0.0096 -0.0051 -0.0028
H 1.17404 1.37198 5.23413 -0.0452 -0.0375 0.0248
H 0.23488 3.78734 3.82679 0.0057 -0.0064 0.0108
H -0.72618 2.29905 3.81061 0.0036 0.0040 -0.0237
H -0.32307 3.14218 2.29122 -0.0450 -0.0212 -0.0628
H 2.47626 3.86861 2.81138 -0.0008 -0.0013 0.0099
H 2.05302 3.00744 1.32837 -0.0336 0.0104 -0.0826
H 3.35434 2.40240 2.36814 0.0024 -0.0089 -0.0120
H 3.56119 0.62422 0.87961 0.0080 0.0205 0.0043
H 5.56477 -0.77298 0.71136 -0.0083 -0.0061 -0.0076
H 5.67792 -2.94090 1.91052 -0.0034 0.0020 -0.0028
H 3.74333 -3.68841 3.26460 0.0022 0.0005 -0.0042
H 1.74168 -2.28625 3.44033 0.0187 -0.0002 -0.0246
H -1.79446 -0.43865 1.49276 0.0665 -0.1821 0.1031
H -3.62510 -1.51372 2.70987 0.0036 -0.0336 0.0121
H -3.30616 -2.23337 5.06255 0.0046 0.0026 -0.0028
H -1.11288 -1.86757 6.16200 -0.0082 0.0000 -0.0008
H 0.70997 -0.78537 4.94657 0.0351 0.0466 0.0263
N -5.05700 -4.96288 0.37759 -0.0106 0.0049 -0.0026
C -4.27091 -4.17293 0.08191 0.0262 -0.0002 0.0110
C -3.29370 -3.18548 -0.27488 -0.0288 -0.0168 -0.0026
C -3.66332 -2.06298 -1.01971 0.0098 0.0050 0.0166
C -2.70684 -1.11119 -1.33735 -0.0133 0.0265 0.0158
C -1.35728 -1.17833 -0.93103 -0.1013 -0.2336 -0.0602
C -1.04120 -2.34335 -0.20433 -0.0440 -0.0014 0.0486
C -1.96277 -3.32744 0.11998 0.0065 0.0249 -0.0060
H -4.69197 -1.95384 -1.34666 -0.0023 0.0003 -0.0031
H -3.03677 -0.27065 -1.94645 -0.0003 -0.0112 -0.0183
H -0.02704 -2.48478 0.15926 0.0207 -0.0118 -0.0154
H -1.66742 -4.19853 0.69464 -0.0009 0.0020 0.0026

# 3
5
Properties=species:S:1:pos:R:3:forces:R:3 method="wB97M-V/def2-TZVPD" e_above_lowest_kcal_mol=65.7 total_charge=0 gap_ev="8.33 / 8.11"
O 0.04675 1.46381 -0.61637 0.9023 -2.6358 0.8300
P 0.51532 -0.90843 -0.20260 -0.0012 3.0458 0.0730
Br -1.23367 -1.33843 0.99496 -0.2357 -0.1088 0.1507
H -0.75203 1.56818 -1.16256 0.2108 -0.6915 0.1337
H 1.42364 -0.78513 0.98657 -0.8762 0.3904 -1.1874

# 4
32
Properties=species:S:1:pos:R:3:forces:R:3 method="wB97M-V/def2-TZVPD" e_above_lowest_kcal_mol=105.2 total_charge=+1 gap_ev=6.17
O 0.11742 2.91968 -5.78560 -0.0069 -3.7776 4.2947
C 0.11972 2.21453 -4.84906 0.0260 6.1068 -6.2885
Hg 0.12111 0.68447 -3.22403 -0.1074 -2.7448 -0.9408
O 0.11584 3.34205 -1.05892 0.0611 -3.1834 -2.7911
C 0.12882 2.47669 -1.82480 0.0128 5.4627 4.4638
C 0.14000 -0.93866 -4.69202 0.0638 2.3204 0.2307
O 0.03584 -2.02028 -4.22195 0.0247 -1.7521 -1.2933
C 2.24968 0.63405 -3.35276 7.4900 0.9027 0.4420
O 3.39445 0.57576 -3.47966 -3.4838 -0.4215 -0.0953
C -1.99418 0.61490 -3.34012 -7.4682 0.7436 0.5303
O -3.13685 0.54601 -3.47804 3.4762 -0.3632 -0.1172
H 0.23583 -0.42235 -5.70351 -0.0587 -2.2461 -0.5887
N -0.74448 0.60156 7.39934 0.6605 -1.7481 -7.1012
C -0.63468 0.31138 6.21732 -0.7289 1.8435 7.6281
C -0.50565 -0.01174 4.84328 0.2655 -0.4175 -1.4597
C -1.20649 0.71946 3.87072 0.0105 0.0294 -0.2357
C -1.05555 0.44110 2.50795 0.3750 -0.4804 0.4518
C -0.19298 -0.59484 2.08824 -0.0394 0.0080 2.8519
C 0.49732 -1.34900 3.05668 -0.3752 0.5692 0.5333
C 0.34432 -1.05115 4.42206 -0.1010 0.0199 -0.3537
N 0.04032 -0.83690 0.74318 0.1929 -0.8043 0.1710
C 0.81151 -1.84560 0.16774 0.6095 -0.2129 -0.3011
C 0.93689 -1.60267 -1.16519 -1.3556 1.5319 0.5430
N 0.17197 -0.46703 -1.34243 -0.6205 1.0184 0.2624
C -0.36146 -0.00114 -0.20379 0.8399 -0.3871 -2.7917
H -1.86829 1.52930 4.19363 0.2506 -0.3398 -0.1973
H -1.60919 1.03713 1.79183 0.0125 -0.0946 0.1626
H 1.17953 -2.14656 2.77218 -0.1842 0.2121 0.0459
H 0.89490 -1.61801 5.17674 -0.1761 0.1492 -0.3457
H 1.28907 -2.65301 0.66461 -0.0786 -0.2240 0.8527
H 1.45589 -2.04067 -2.03953 -0.4946 -0.0033 1.1066
H -0.97061 0.95154 -0.15409 0.9072 -1.7169 0.3302